A single C4H7NO2 molecule, computed with ωB97M-V with the def2-TZVPD basis set.

Atoms and positions in Å:
1 O -2.0301 1.2199 1.3102
2 O 1.2715 -0.6264 -1.4945
3 N -0.9294 1.3790 0.4867
4 C 0.7719 0.5073 -0.8034
5 C -0.9409 -1.1341 0.1536
6 C 1.9906 -0.1684 -0.3595
7 C -0.4682 0.2913 0.0036
8 H 1.9185 -0.7914 0.5350
9 H 2.9696 0.2480 -0.5717
10 H -0.9560 -1.4663 1.1959
11 H 0.8393 1.4468 -1.3466
12 H -0.2760 -1.7929 -0.4157
13 H -2.2140 2.1355 1.5660
14 H -1.9468 -1.2483 -0.2596

SMILES = C/C(=N\O)[C@H]1CO1
E_LUMO = 0.991 eV

***

A single C4H7NO2 molecule, computed with ωB97M-V with the def2-TZVPD basis set.

Atoms and positions in Å:
1 O -2.4376 -0.8583 -0.5346
2 O 1.6461 -0.4203 1.5656
3 N 0.6674 0.6032 1.1622
4 C 0.4953 0.4768 -0.2785
5 C 1.2265 0.9263 -1.4710
6 C -1.7416 -0.6870 0.6801
7 C -0.4173 -0.0638 0.4459
8 H 2.2074 0.4419 -1.5036
9 H -1.8808 -1.3925 -1.1150
10 H 0.6782 0.6894 -2.3858
11 H 2.0964 0.0359 2.2904
12 H -2.3421 -0.0095 1.2955
13 H -1.6389 -1.6293 1.2379
14 H 1.3839 2.0082 -1.4129

SMILES = CC1=C(CO)N1O
E_LUMO = 0.811 eV

***

A single C4H7NO2 molecule, computed with ωB97M-V with the def2-TZVPD basis set.

Atoms and positions in Å:
1 O 0.0455 -1.3579 -0.5668
2 O -0.2797 2.0255 1.9160
3 N -0.6325 0.6607 0.1119
4 C -0.5312 1.8822 0.7400
5 C 1.7972 0.1388 0.1761
6 C 0.3321 -0.1423 -0.0869
7 C -1.3470 -1.6009 -0.7502
8 H 2.4506 -0.5494 -0.3638
9 H -1.9378 -1.4422 0.1645
10 H 1.9938 0.0535 1.2501
11 H -1.7646 -0.9261 -1.5064
12 H -0.7788 2.7264 0.0838
13 H 2.0437 1.1688 -0.1078
14 H -1.3912 -2.6372 -1.0606

SMILES = CO/C(C)=N/C=O
E_LUMO = 0.877 eV

***

A single C4H7NO2 molecule, computed with ωB97M-V with the def2-TZVPD basis set.

Atoms and positions in Å:
1 O -0.1025 0.9576 1.3824
2 O 1.4001 -0.5182 -1.4785
3 N -1.6661 -0.6137 1.6328
4 C -0.9624 0.2027 -0.6357
5 C 0.6097 0.5115 -0.9456
6 C -0.9340 0.2314 0.8633
7 C 1.9271 0.1412 -0.3328
8 H -1.3529 -0.6520 2.5904
9 H -1.5292 -0.6612 -1.0601
10 H 2.8335 0.7287 -0.5710
11 H -1.4985 1.0774 -1.0330
12 H -2.4916 -1.1145 1.3577
13 H 0.6532 1.4910 -1.4265
14 H 2.0489 -0.4219 0.5956

SMILES = NC(=O)C[C@H]1CO1
E_LUMO = 0.873 eV

***

A single C4H7NO2 molecule, computed with ωB97M-V with the def2-TZVPD basis set.

Atoms and positions in Å:
1 O -1.2603 2.5255 -0.9499
2 O 1.6721 -1.9247 -0.9321
3 N -0.6061 -0.7793 1.5107
4 C -1.0815 1.5864 -0.2191
5 C -0.0214 -0.6602 0.2121
6 C 0.2175 0.8270 -0.1500
7 C 1.3142 -1.3871 0.0803
8 H 0.9122 1.2794 0.5615
9 H 1.9572 -1.3412 0.9803
10 H -1.9170 1.2358 0.4138
11 H -0.4109 -0.1124 2.2305
12 H 0.6552 0.8642 -1.1477
13 H -1.1091 -1.6146 1.7352
14 H -0.6464 -1.0952 -0.5711

SMILES = N[C@H](C=O)CC=O
E_LUMO = 0.793 eV

***

A single C4H7NO2 molecule, computed with ωB97M-V with the def2-TZVPD basis set.

Atoms and positions in Å:
1 O -2.4331 0.2896 -0.8257
2 O 2.1529 -0.7104 -0.4046
3 N -0.3228 0.4336 1.3582
4 C -1.2569 0.4202 -1.0704
5 C 1.2692 0.3766 -0.5439
6 C -0.6746 -0.8917 0.9390
7 C -0.1736 0.1436 -0.0737
8 H -1.1442 1.0020 1.5534
9 H 1.3040 0.6534 -1.6036
10 H 2.3174 -0.8093 0.5413
11 H -1.7453 -1.1160 1.0243
12 H 1.6373 1.2501 0.0150
13 H -0.9137 0.6863 -2.0957
14 H -0.0368 -1.7262 1.2154

SMILES = O=C[C@]1(CO)CN1
E_LUMO = 0.682 eV

***

A single C4H7NO2 molecule, computed with ωB97M-V with the def2-TZVPD basis set.

Atoms and positions in Å:
1 O -0.8456 -2.1601 -0.7503
2 O -0.6656 1.4823 1.4350
3 N -0.9538 -0.8060 -0.4806
4 C 0.1481 1.1259 0.3211
5 C 0.1539 -0.3175 -0.0765
6 C 1.4191 -1.1121 0.0589
7 C -1.0304 1.9767 0.1579
8 H 1.3716 -1.7389 0.9573
9 H 1.1333 1.5950 0.3289
10 H 2.2911 -0.4576 0.1391
11 H -1.9262 1.5380 -0.2760
12 H 1.5398 -1.7819 -0.7963
13 H -1.7372 -2.3936 -1.0368
14 H -0.8980 3.0499 0.0183

SMILES = C/C(=N\O)[C@H]1CO1
E_LUMO = 0.975 eV

***

A single C4H7NO2 molecule, computed with ωB97M-V with the def2-TZVPD basis set.

Atoms and positions in Å:
1 O -0.9006 -1.5560 1.2587
2 O -0.5699 2.1779 1.4881
3 N 0.1716 -1.9355 -0.6955
4 C -0.2052 -1.1437 0.3462
5 C 0.3321 0.2876 0.3081
6 C 0.0050 1.0394 -0.9817
7 C -0.1716 1.0390 1.5327
8 H -0.1282 0.4797 2.4838
9 H 0.6471 -1.5706 -1.5045
10 H 0.5233 0.6148 -1.8477
11 H 0.3054 2.0845 -0.8806
12 H -0.2244 -2.8622 -0.7424
13 H -1.0713 1.0224 -1.1794
14 H 1.4263 0.2200 0.4258

SMILES = C[C@@H](C=O)C(N)=O
E_LUMO = 0.670 eV

***

A single C4H7NO2 molecule, computed with ωB97M-V with the def2-TZVPD basis set.

Atoms and positions in Å:
1 O -1.8550 1.1487 0.6100
2 O 1.9422 -1.3422 0.7836
3 N -1.9183 -0.5765 -0.8624
4 C -1.2745 0.2307 0.0366
5 C 0.2225 0.1401 0.0052
6 C 0.6578 -1.0295 0.4718
7 C 1.0230 1.3832 -0.1775
8 H 0.6166 2.2052 0.4195
9 H -2.8568 -0.2985 -1.1183
10 H 2.0669 1.2435 0.1203
11 H -1.4093 -1.2091 -1.4639
12 H 1.0038 1.6829 -1.2300
13 H 1.9451 -1.8322 1.6265
14 H -0.1641 -1.7464 0.7786

SMILES = C/C(=C\O)C(N)=O
E_LUMO = 0.583 eV

***

A single C4H7NO2 molecule, computed with ωB97M-V with the def2-TZVPD basis set.

Atoms and positions in Å:
1 O -2.5616 -0.5003 -0.1765
2 O 1.7886 -1.0233 -0.7139
3 N -0.1641 -1.3399 0.5472
4 C -1.3038 -0.1983 -0.0810
5 C -0.6075 1.0587 -0.3598
6 C 1.0420 -0.6095 0.4303
7 C 0.7679 0.9078 0.3081
8 H -1.1673 1.9169 0.0221
9 H 1.4406 -1.8803 -0.9902
10 H 0.7496 1.3505 1.3032
11 H -2.6987 -1.4174 0.1054
12 H 1.6572 -0.8123 1.3253
13 H -0.5058 1.1824 -1.4445
14 H 1.5631 1.3649 -0.2756

SMILES = OC1=N[C@@H](O)CC1
E_LUMO (alpha / beta) = 0.488 / 0.488 eV

***

Question: Number 5 is which compound?
Answer: C4H7NO2